C44H66BrO4RuSe as an isolated structure at a distorted geometry, computed with wB97M-V/def2-TZVPD.

Atoms and positions in Å:
1 Ru -0.07070 0.09762 -0.48429
2 C -2.60040 3.68194 5.62860
3 C -1.32834 4.34765 5.08315
4 C -0.14887 4.04565 6.02137
5 C -1.55792 5.86098 5.06045
6 C -0.99479 3.78275 3.71357
7 C -0.87287 2.40886 3.55314
8 C -0.48867 1.87273 2.34422
9 Se -0.31727 -0.06145 2.24049
10 C -2.19884 -0.54520 2.27960
11 C -2.82060 -0.84373 3.47457
12 C -4.15201 -1.23819 3.47657
13 C -4.77247 -1.39151 2.23686
14 C -4.17509 -1.14094 1.01569
15 C -2.84496 -0.62879 1.01616
16 O -2.23691 -0.24844 -0.04377
17 C -4.97729 -1.41388 -0.25463
18 C -4.16957 -1.23553 -1.54425
19 C -5.47507 -2.86787 -0.22394
20 C -6.17153 -0.44820 -0.30336
21 C -4.94856 -1.48326 4.74854
22 C -4.11600 -1.27487 6.01694
23 C -5.49054 -2.91955 4.77135
24 C -6.12116 -0.49119 4.78172
25 C -0.13495 2.67605 1.22330
26 O 0.38983 2.17001 0.17620
27 C -0.38793 4.08201 1.35947
28 C -0.77808 4.57806 2.58537
29 C -0.29887 4.95300 0.11599
30 C 1.11693 4.91180 -0.47281
31 C -1.29440 4.38734 -0.90967
32 C -0.67241 6.41355 0.38874
33 H -2.86542 4.11530 6.59143
34 H -2.46225 2.61373 5.76848
35 H -3.43010 3.83230 4.94095
36 H -0.35430 4.42953 7.01898
37 H 0.75914 4.51507 5.64840
38 H 0.02842 2.97555 6.09181
39 H -1.80196 6.20478 6.06370
40 H -2.38651 6.11921 4.40452
41 H -0.66634 6.39065 4.73443
42 H -1.06756 1.73473 4.37421
43 H -2.25671 -0.76310 4.38865
44 H -5.79300 -1.73399 2.22959
45 H -3.21486 -1.75285 -1.48504
46 H -3.99041 -0.17876 -1.73124
47 H -4.72747 -1.63817 -2.38886
48 H -4.62924 -3.55025 -0.17864
49 H -6.04634 -3.08423 -1.12420
50 H -6.11468 -3.06178 0.63173
51 H -5.81938 0.58106 -0.26893
52 H -6.84465 -0.60454 0.53524
53 H -6.73309 -0.59102 -1.22440
54 H -3.27964 -1.96901 6.05499
55 H -4.74254 -1.45278 6.88962
56 H -3.73999 -0.25593 6.07491
57 H -4.67195 -3.63253 4.71125
58 H -6.16790 -3.10650 3.94288
59 H -6.03367 -3.09412 5.69857
60 H -5.74692 0.52903 4.74057
61 H -6.69519 -0.61314 5.69817
62 H -6.78975 -0.64196 3.93891
63 H -0.93128 5.63729 2.67189
64 H 1.39052 3.89249 -0.72810
65 H 1.84306 5.29617 0.24059
66 H 1.15999 5.51729 -1.37654
67 H -1.01227 3.37584 -1.19369
68 H -1.30965 5.00270 -1.80679
69 H -2.29788 4.36338 -0.48633
70 H 0.01679 6.87464 1.09292
71 H -1.68682 6.49453 0.77326
72 H -0.62322 6.97329 -0.54311
73 C 6.85005 -3.57980 -1.21312
74 C 5.80000 -4.08549 -2.20808
75 C 5.71006 -5.61092 -2.05792
76 C 6.27598 -3.73250 -3.62443
77 C 4.43848 -3.44500 -2.00284
78 C 4.23235 -2.39553 -1.12043
79 C 2.99089 -1.80928 -1.05255
80 Br 2.76961 -0.26836 0.10290
81 C 1.84975 -2.22672 -1.78365
82 O 0.72363 -1.63647 -1.64859
83 C 2.06816 -3.33939 -2.66108
84 C 3.34368 -3.86143 -2.75898
85 C 0.97850 -3.92879 -3.55544
86 C 1.26990 -3.47307 -4.99466
87 C -0.43994 -3.49486 -3.17246
88 C 0.99269 -5.46452 -3.48873
89 H 7.79155 -4.09713 -1.39736
90 H 6.54605 -3.78024 -0.18703
91 H 7.02375 -2.51210 -1.33306
92 H 6.70569 -6.04503 -2.13451
93 H 5.08922 -6.05626 -2.83088
94 H 5.29303 -5.87266 -1.08765
95 H 7.25973 -4.15863 -3.81005
96 H 6.33730 -2.65208 -3.73586
97 H 5.58798 -4.11378 -4.37426
98 H 5.01926 -2.01791 -0.49166
99 H 3.51029 -4.64973 -3.47663
100 H 1.35662 -2.38870 -5.03278
101 H 0.46597 -3.77839 -5.66125
102 H 2.20030 -3.90177 -5.35835
103 H -0.58815 -2.43123 -3.33754
104 H -0.63999 -3.70614 -2.12363
105 H -1.16702 -4.04375 -3.77189
106 H 1.96396 -5.88592 -3.72947
107 H 0.27360 -5.86386 -4.19975
108 H 0.71327 -5.80160 -2.49346
109 C 0.28908 0.93845 -3.80926
110 C -1.16441 0.65593 -3.46052
111 O -1.44362 1.30864 -2.22825
112 H 0.61890 0.34046 -4.65441
113 H 0.90329 0.69476 -2.93149
114 H 0.43209 1.98945 -4.04164
115 H -1.32445 -0.42781 -3.35713
116 H -1.84028 1.04601 -4.23517
117 H -2.27039 0.96819 -1.85326

Multiplicity: 2
HOMO-LUMO gap (alpha / beta), eV: 5.40 / 5.84
HOMO (alpha / beta), eV: -7.60 / -7.57
E, eV: -192858.43006

Here are the Mulliken charges for atoms 1 to 6, given in e: 2.950, -1.731, 2.203, -1.662, -2.281, -0.645